one) Here is a cluster of 9 separate species, C5H28NO9 in total from OMol25. Energies are from ωB97M-V with the def2-TZVPD basis set.

Last column: natural (NBO) charge in e.
Atoms and positions in Å:
C 0.45 -1.91 2.74  -0.64
C -0.28 -1.08 1.64  -0.02
C 0.02 0.42 1.96  -0.46
C -0.52 1.49 0.99  -0.53
C -1.83 0.94 0.12  0.49
O -1.44 0.01 -0.52  -0.63
N 0.59 -1.32 0.32  -0.76
H 0.72 -2.82 2.27  0.21
H -0.34 -2.27 3.45  0.24
H 1.31 -1.21 3.03  0.23
H -1.33 -1.39 1.55  0.24
H 1.08 0.46 2.39  0.25
H -0.56 0.53 3.06  0.25
H 0.13 1.99 0.38  0.24
H -0.99 2.35 1.51  0.22
H -2.90 1.09 0.36  0.18
H 1.51 -0.88 0.49  0.45
H 0.33 -0.68 -0.46  0.45
H 0.60 -2.23 -0.14  0.46
H 0.68 -3.19 -2.18  0.52
H 2.12 -3.65 -1.72  0.50
O 1.41 -3.08 -1.44  -1.00
H 3.53 -1.81 -0.45  0.50
H 3.93 -0.64 0.71  0.51
O 3.19 -0.99 0.00  -0.98
H 0.86 -0.65 -3.21  0.46
H -0.02 0.56 -3.55  0.48
O 0.17 -0.34 -3.81  -0.94
H -1.98 -3.22 -3.77  0.50
H -1.10 -2.34 -2.82  0.47
O -1.25 -3.21 -2.98  -0.96
H 1.68 1.92 4.00  0.47
H 2.16 1.07 5.14  0.48
O 1.69 1.09 4.34  -0.94
H -1.39 3.00 -1.26  0.49
H -2.13 2.44 -2.55  0.49
O -1.76 2.16 -1.71  -0.94
H -3.87 3.76 1.20  0.48
H -4.34 2.81 0.21  0.47
O -3.62 2.86 0.73  -0.94
H 2.53 3.55 -1.29  0.48
H 2.58 2.12 -1.77  0.47
O 2.10 2.67 -1.04  -0.95

Properties
Orbital gap = 9.163 eV
HOMO level = -0.4306 Ha
E_LUMO = -2.55 eV
Spin multiplicity = 1
Charge = +1

***

two) Here is a cluster of 9 separate species, C5H28NO9 in total from OMol25. Energies are from ωB97M-V with the def2-TZVPD basis set.

Last column: natural (NBO) charge in e.
Atoms and positions in Å:
O 2.86 1.06 2.32  -0.55
C 2.23 1.18 1.31  0.47
C 0.75 0.73 1.28  -0.16
C 0.59 -0.78 1.50  -0.24
C -0.74 -1.08 2.20  -0.61
C 0.68 -1.60 0.20  -0.64
N 0.13 1.17 -0.01  -0.77
H 2.67 1.67 0.43  0.14
H 0.21 1.27 2.11  0.25
H 1.44 -1.09 2.20  0.25
H -0.79 -2.20 2.46  0.23
H -1.58 -0.82 1.61  0.20
H -0.86 -0.49 3.12  0.22
H 1.49 -1.30 -0.44  0.24
H -0.28 -1.54 -0.36  0.19
H 0.84 -2.61 0.44  0.23
H -0.07 2.20 -0.03  0.47
H 0.76 0.93 -0.82  0.47
H -0.74 0.65 -0.21  0.45
H -2.11 -0.25 -2.14  0.50
H -2.96 -0.66 -0.95  0.52
O -2.39 0.05 -1.26  -1.00
H 4.41 -0.48 -0.09  0.48
H 3.59 -1.08 1.05  0.51
O 3.53 -0.58 0.22  -0.99
H 2.03 0.44 -2.85  0.49
H 0.50 0.07 -2.99  0.51
O 1.15 0.63 -2.51  -0.99
H -4.68 -1.94 0.19  0.49
H -3.88 -2.91 -0.64  0.49
O -3.84 -2.03 -0.28  -0.96
H 3.56 -0.74 3.22  0.50
H 4.38 -2.02 3.21  0.50
O 3.67 -1.55 2.72  -0.97
H -1.87 3.36 -0.43  0.51
H -0.79 4.48 -0.30  0.49
O -1.02 3.60 0.01  -0.99
H -0.63 -1.70 -4.03  0.51
H -1.14 -0.27 -4.50  0.51
O -0.81 -0.77 -3.74  -0.98
H -4.08 2.69 -0.77  0.49
H -3.00 1.69 -1.25  0.50
O -3.21 2.63 -1.19  -0.98

Properties
Orbital gap = 10.094 eV
HOMO level = -0.4670 Ha
E_LUMO = -2.61 eV
Spin multiplicity = 1
Charge = +1

***

On energetic grounds, two) is preferred over the next structure by 0.2065 hartree.